(1)
{"formula": "C27H29O", "method": "ωB97M-V/def2-TZVPD", "gap_ev": 5.48, "charge": 1, "relative_energy_kcal_mol": 4.5, "energy_ha": -1121.15517, "homo_ev": -11.10, "elements": ["C", "C", "C", "C", "C", "C", "C", "C", "H", "H", "H", "H", "H", "H", "H", "H", "H", "H", "H", "H", "H", "H", "C", "C", "C", "C", "O", "C", "C", "C", "C", "C", "C", "C", "C", "C", "C", "C", "C", "C", "C", "C", "H", "H", "H", "H", "H", "H", "H", "H", "H", "H", "H", "H", "H", "H", "H"], "coordinates": [[-6.079, -0.023, 3.154], [-5.388, -1.166, 3.318], [-6.105, -2.482, 3.107], [-3.915, -1.153, 3.708], [-2.954, -1.137, 2.485], [-1.455, -1.171, 2.738], [-0.798, -2.463, 3.175], [-0.677, -0.094, 2.501], [-5.620, 0.954, 3.310], [-7.134, -0.059, 2.879], [-5.476, -3.348, 3.341], [-7.002, -2.521, 3.743], [-6.456, -2.581, 2.068], [-3.725, -0.251, 4.310], [-3.698, -2.039, 4.324], [-3.214, -2.018, 1.870], [-3.178, -0.222, 1.913], [-1.464, -3.330, 3.069], [0.104, -2.626, 2.561], [-0.468, -2.437, 4.224], [0.403, -0.160, 2.631], [-1.103, 0.865, 2.214], [6.851, 3.902, -1.953], [6.316, 3.135, -2.994], [4.954, 3.198, -3.290], [4.146, 4.061, -2.552], [2.758, 4.072, -2.759], [2.037, 2.952, -2.345], [1.414, 3.006, -1.090], [0.809, 1.873, -0.593], [0.697, 0.679, -1.372], [0.099, -0.440, -0.758], [-0.033, -1.750, -1.273], [-1.021, -2.600, -0.689], [-1.235, -3.884, -1.160], [-0.528, -4.347, -2.283], [0.460, -3.538, -2.867], [0.767, -2.299, -2.323], [1.184, 0.737, -2.715], [1.948, 1.808, -3.146], [4.672, 4.874, -1.545], [6.019, 4.747, -1.211], [7.914, 3.828, -1.709], [6.947, 2.465, -3.578], [4.497, 2.583, -4.063], [1.467, 3.926, -0.509], [0.396, 1.872, 0.418], [-0.343, -0.258, 0.216], [-1.610, -2.194, 0.138], [-1.952, -4.531, -0.652], [-0.725, -5.342, -2.682], [1.011, -3.889, -3.740], [1.632, -1.743, -2.682], [0.962, -0.070, -3.411], [2.475, 1.774, -4.098], [4.004, 5.544, -1.007], [6.413, 5.312, -0.364]], "lowdin_charge": [0.04, -0.37, -0.07, -0.16, -0.17, -0.37, -0.06, 0.00, 0.06, 0.07, 0.07, 0.09, 0.08, 0.12, 0.11, 0.11, 0.12, 0.08, 0.08, 0.09, 0.08, 0.07, -0.07, -0.07, -0.01, -0.24, 0.02, -0.18, 0.05, 0.03, -0.17, 0.12, -0.17, 0.02, -0.04, -0.01, -0.04, 0.00, 0.03, 0.04, 0.00, -0.07, 0.11, 0.11, 0.11, 0.14, 0.12, 0.09, 0.11, 0.12, 0.12, 0.12, 0.11, 0.12, 0.13, 0.12, 0.11]}

---

(2)
{"formula": "C27H30AsFN5O4PdS4", "method": "ωB97M-V/def2-TZVPD", "gap_ev": [5.12, 5.08], "charge": 1, "relative_energy_kcal_mol": 0.0, "energy_ha": -5677.67065, "homo_ev": [-8.51, -8.48], "elements": ["Pd", "S", "As", "S", "S", "S", "C", "C", "N", "C", "C", "C", "O", "O", "C", "O", "C", "C", "C", "F", "C", "C", "C", "N", "C", "C", "N", "C", "C", "H", "H", "H", "H", "H", "H", "H", "H", "H", "H", "H", "H", "H", "H", "H", "H", "H", "H", "C", "N", "N", "C", "O", "C", "C", "C", "C", "C", "C", "C", "C", "C", "H", "H", "H", "H", "H", "H", "H", "H", "H", "H", "H", "H"], "coordinates": [[-0.477, -0.046, -0.315], [3.012, 0.413, -0.518], [2.331, -1.641, 0.308], [0.268, -2.151, 0.066], [1.736, 1.841, -0.158], [3.643, -3.133, -0.106], [-6.854, 3.272, 2.131], [-6.617, 1.842, 1.674], [-5.353, 1.689, 0.948], [-4.274, 1.217, 1.612], [-3.014, 1.114, 1.110], [-1.969, 0.554, 2.071], [-2.280, 0.493, 3.246], [-0.819, 0.190, 1.610], [-2.762, 1.615, -0.200], [-1.638, 1.722, -0.727], [-3.943, 2.059, -0.953], [-3.786, 2.430, -2.288], [-4.863, 2.863, -3.007], [-4.677, 3.254, -4.288], [-6.145, 2.930, -2.446], [-6.301, 2.542, -1.128], [-5.211, 2.106, -0.364], [-7.301, 3.352, -3.164], [-7.298, 3.353, -4.623], [-8.737, 3.620, -5.097], [-9.669, 3.248, -3.981], [-9.531, 4.216, -2.833], [-8.034, 4.501, -2.650], [-7.802, 3.344, 2.666], [-6.880, 3.965, 1.288], [-6.059, 3.593, 2.803], [-7.430, 1.476, 1.046], [-6.568, 1.173, 2.530], [-4.432, 0.906, 2.638], [-2.800, 2.382, -2.737], [-7.296, 2.555, -0.704], [-6.958, 2.380, -4.975], [-6.649, 4.114, -5.062], [-8.994, 3.037, -5.978], [-8.919, 4.672, -5.308], [-9.394, 2.325, -3.639], [-10.636, 3.199, -4.300], [-9.971, 3.736, -1.961], [-10.103, 5.108, -3.081], [-7.819, 4.649, -1.596], [-7.748, 5.422, -3.173], [3.288, 0.287, -5.342], [2.225, -0.446, -4.673], [1.248, 0.237, -3.978], [0.711, -0.584, -3.021], [-0.272, -0.170, -2.342], [1.432, -1.806, -3.095], [2.367, -1.658, -4.078], [3.459, -2.585, -4.481], [0.617, 1.402, -4.497], [0.274, 1.470, -5.841], [-0.354, 2.608, -6.324], [-0.657, 3.655, -5.463], [-0.323, 3.565, -4.117], [0.325, 2.441, -3.626], [2.899, 1.240, -5.688], [3.623, -0.285, -6.204], [4.129, 0.469, -4.670], [1.280, -2.669, -2.476], [3.430, -3.470, -3.850], [4.435, -2.113, -4.357], [3.358, -2.889, -5.523], [0.493, 0.636, -6.496], [-0.611, 2.673, -7.373], [-1.146, 4.543, -5.842], [-0.549, 4.382, -3.444], [0.599, 2.355, -2.581]], "lowdin_charge": [0.67, -0.08, 0.06, 0.18, 0.00, -0.01, -0.06, -0.18, -0.03, 0.05, -0.02, -0.58, 0.06, -0.20, -0.29, -0.07, -0.04, 0.10, -0.18, 0.06, -0.14, 0.05, -0.12, -0.10, -0.13, -0.07, 0.05, -0.07, -0.12, 0.08, 0.06, 0.09, 0.11, 0.13, 0.15, 0.14, 0.11, 0.14, 0.13, 0.14, 0.14, 0.18, 0.19, 0.14, 0.14, 0.13, 0.14, 0.02, -0.05, 0.06, -0.42, -0.17, 0.01, -0.25, 0.00, -0.19, -0.02, -0.08, -0.09, -0.07, -0.01, 0.09, 0.10, 0.10, 0.07, 0.09, 0.09, 0.09, 0.12, 0.10, 0.10, 0.11, 0.05]}

---

(3)
{"formula": "C27H30BNO4", "method": "ωB97M-V/def2-TZVPD", "gap_ev": 1.62, "charge": 0, "relative_energy_kcal_mol": 514.1, "energy_ha": -1426.59985, "homo_ev": -6.04, "elements": ["C", "C", "C", "C", "C", "B", "O", "C", "C", "C", "C", "O", "C", "O", "O", "H", "H", "H", "H", "H", "H", "H", "H", "H", "H", "H", "H", "H", "H", "C", "C", "N", "C", "C", "C", "C", "C", "C", "C", "C", "C", "C", "C", "C", "C", "C", "C", "H", "H", "H", "H", "H", "H", "H", "H", "H", "H", "H", "H", "H", "H", "H", "H"], "coordinates": [[5.895, -0.314, 1.590], [4.767, 0.660, 1.171], [4.829, 2.028, 1.369], [3.704, 2.618, 0.570], [2.848, 1.922, -0.298], [1.911, -0.594, 3.409], [2.211, -1.241, 4.558], [0.761, -1.167, 4.884], [0.113, -0.476, 3.308], [-0.717, 0.221, 2.079], [0.488, -1.732, 2.361], [1.796, -1.218, 2.113], [0.914, 1.158, 4.131], [1.966, 0.931, 3.255], [3.639, 0.381, 0.491], [6.882, 0.173, 1.676], [5.734, -0.789, 2.568], [6.054, -1.119, 0.864], [5.649, 2.529, 1.924], [3.537, 3.687, 0.715], [0.600, -2.215, 5.156], [0.660, -0.424, 5.708], [0.620, 2.134, 1.488], [-1.170, -0.392, 1.226], [-1.740, 0.185, 2.552], [0.533, -2.681, 2.911], [-0.073, -1.819, 1.421], [0.208, 2.023, 4.115], [1.452, 0.965, 5.081], [-4.458, -3.222, 2.507], [-4.409, -2.228, 3.623], [-4.560, -2.794, 4.875], [-4.756, -4.192, 5.192], [-4.349, -1.843, 5.833], [-4.063, -0.598, 5.153], [-3.790, 0.477, 6.000], [-3.657, 0.286, 7.405], [-3.873, -0.958, 8.007], [-4.313, -2.039, 7.204], [-4.066, -0.884, 3.766], [-0.156, 1.423, 1.115], [-1.513, 2.172, 0.675], [-2.688, 1.669, 1.310], [-3.769, 2.369, 1.810], [-3.904, 3.680, 1.370], [-2.939, 4.259, 0.512], [-1.727, 3.522, 0.115], [-4.182, -2.817, 1.513], [-3.715, -4.048, 2.756], [-5.466, -3.715, 2.352], [-4.877, -4.272, 6.284], [-5.649, -4.624, 4.710], [-3.903, -4.819, 4.875], [-3.638, 1.459, 5.593], [-3.443, 1.158, 8.056], [-3.675, -1.100, 9.082], [-4.566, -2.967, 7.706], [0.276, 0.877, 0.197], [-2.885, 0.659, 1.673], [-4.414, 1.842, 2.541], [-4.706, 4.240, 1.839], [-3.084, 5.341, 0.259], [-1.033, 4.018, -0.652]], "lowdin_charge": [0.00, -0.34, 0.00, -0.19, 0.23, -0.96, 0.15, 0.00, 0.01, -0.14, -0.10, 0.07, 0.06, -0.03, -0.11, 0.08, 0.08, 0.08, 0.12, 0.08, 0.12, 0.11, 0.10, 0.12, 0.07, 0.13, 0.12, 0.16, 0.12, -0.05, -0.28, -0.08, -0.02, -0.19, -0.21, -0.03, -0.10, -0.09, -0.02, 0.10, -0.07, -0.14, -0.12, -0.10, -0.12, -0.09, -0.02, 0.08, 0.09, 0.10, 0.08, 0.10, 0.10, 0.10, 0.10, 0.10, 0.09, 0.12, 0.06, 0.10, 0.09, 0.10, 0.11]}

---

(4)
{"formula": "C27H30BNO4", "method": "ωB97M-V/def2-TZVPD", "gap_ev": 7.76, "charge": 0, "relative_energy_kcal_mol": 0.0, "energy_ha": -1427.41908, "homo_ev": -7.28, "elements": ["C", "C", "C", "C", "C", "B", "O", "C", "C", "C", "C", "O", "C", "O", "O", "H", "H", "H", "H", "H", "H", "H", "H", "H", "H", "H", "H", "H", "H", "C", "N", "C", "C", "C", "C", "C", "C", "C", "C", "C", "C", "C", "C", "C", "C", "C", "C", "H", "H", "H", "H", "H", "H", "H", "H", "H", "H", "H", "H", "H", "H", "H", "H"], "coordinates": [[-2.260, 2.503, 3.716], [-2.343, 1.172, 3.177], [-3.160, 0.777, 2.135], [-2.932, -0.589, 1.959], [-1.783, -0.909, 2.681], [-1.032, 2.185, -1.004], [0.311, 1.894, -0.634], [0.995, 2.337, -1.837], [-0.121, 2.860, -2.869], [0.442, 3.421, -4.156], [-0.977, 4.003, -2.130], [-1.536, 3.475, -0.883], [-1.088, 1.582, -3.086], [-1.690, 1.240, -1.815], [-1.508, 0.173, 3.536], [-3.021, 2.614, 4.507], [-1.256, 2.784, 4.053], [-2.528, 3.185, 2.886], [-3.762, 1.425, 1.515], [-3.488, -1.237, 1.280], [1.672, 3.162, -1.560], [1.568, 1.500, -2.287], [-0.383, 3.775, -4.785], [1.082, 4.279, -3.922], [1.027, 2.666, -4.692], [-0.312, 4.850, -1.880], [-1.818, 4.323, -2.776], [-1.900, 1.820, -3.790], [-0.485, 0.729, -3.459], [3.336, 1.572, 2.715], [2.455, 0.521, 2.241], [1.081, 0.394, 2.430], [0.672, -0.875, 2.075], [-0.672, -1.595, 2.088], [-1.015, -2.071, 0.623], [-0.406, -1.616, -0.560], [-0.613, -2.278, -1.779], [-1.485, -3.363, -1.853], [-1.549, -4.196, -3.101], [-2.247, -3.689, -0.726], [-1.990, -3.079, 0.506], [1.848, -1.576, 1.623], [2.079, -2.830, 1.060], [3.373, -3.179, 0.646], [4.442, -2.288, 0.825], [4.231, -1.018, 1.383], [2.937, -0.679, 1.733], [4.290, 1.504, 2.175], [2.886, 2.554, 2.523], [3.543, 1.466, 3.796], [0.509, 1.248, 2.777], [-0.582, -2.510, 2.717], [0.242, -0.734, -0.575], [-0.074, -1.968, -2.686], [-2.294, -4.984, -2.976], [-1.817, -3.582, -3.967], [-0.593, -4.691, -3.325], [-2.994, -4.485, -0.835], [-2.566, -3.413, 1.377], [1.234, -3.500, 0.926], [3.548, -4.152, 0.171], [5.442, -2.583, 0.514], [5.038, -0.315, 1.576]], "lowdin_charge": [-0.03, -0.36, -0.02, -0.01, -0.20, -0.81, 0.07, -0.07, -0.39, -0.03, -0.05, 0.11, -0.07, 0.09, 0.06, 0.09, 0.09, 0.10, 0.12, 0.11, 0.14, 0.14, 0.09, 0.09, 0.09, 0.14, 0.14, 0.14, 0.13, -0.03, -0.09, 0.02, -0.10, -0.16, -0.17, -0.02, -0.03, -0.29, -0.06, -0.04, -0.05, -0.13, -0.02, -0.09, -0.10, -0.02, -0.18, 0.08, 0.09, 0.10, 0.13, 0.16, 0.12, 0.12, 0.07, 0.08, 0.08, 0.11, 0.12, 0.11, 0.10, 0.09, 0.10]}